Record 1
Molecular formula: C52H51Cl3N2O2S2Sb2SiY
Method: DFT, ωB97M-V with the def2-TZVPD basis set

Last column: Löwdin charge in e.
Element x y z (Å)
Y 0.88589 0.01522 -0.21190  0.951
C -0.04796 3.19608 -3.80603  -0.028
C 0.28621 1.93553 -3.04619  -0.247
N -0.03905 1.79800 -1.79684  -0.031
N -0.77155 2.92036 -1.34647  -0.086
C -0.90440 3.06119 -0.06589  -1.120
S -0.31650 2.14076 1.26987  0.455
S -1.95865 4.45545 0.38293  0.868
C -3.45568 3.98663 -0.51375  -0.451
C -3.69004 4.67564 -1.85246  -0.268
C -2.71250 5.42069 -2.49994  -0.077
C -2.97121 6.01184 -3.73359  -0.088
C -4.21205 5.86354 -4.33924  -0.105
C -5.19875 5.11712 -3.69906  -0.095
C -4.93453 4.52982 -2.46770  -0.058
C 0.98859 0.86846 -3.79208  -0.151
C 0.69387 0.69708 -5.15460  -0.059
C 1.27801 -0.30134 -5.90641  -0.105
C 2.21912 -1.13601 -5.29230  -0.089
C 2.53754 -0.97487 -3.96167  -0.024
C 1.91758 0.01364 -3.17843  -0.410
O 2.21352 0.12401 -1.90452  -0.252
H 0.27889 4.06093 -3.23236  0.082
H -1.12833 3.31213 -3.92775  0.081
H 0.43937 3.19614 -4.77712  0.070
H -4.29076 4.17229 0.16168  0.080
H -3.40311 2.90976 -0.67150  0.011
H -1.74359 5.52990 -2.02660  0.077
H -2.19567 6.59170 -4.22256  0.101
H -4.41108 6.32223 -5.30083  0.094
H -6.17371 4.99677 -4.15796  0.096
H -5.70618 3.94810 -1.97006  0.111
H -0.04552 1.34183 -5.61720  0.105
H 1.00750 -0.43759 -6.94583  0.091
H 2.70069 -1.92216 -5.86470  0.101
H 3.25069 -1.62487 -3.46513  0.119
Cl 1.14631 -6.36540 -4.41261  0.616
C 1.16506 -5.17159 -3.12816  -0.676
C 0.41116 -4.02046 -3.25049  -0.135
C 0.44938 -3.10975 -2.21381  -0.524
Cl -0.51976 -1.65903 -2.28494  0.757
C 1.22379 -3.24237 -1.04566  -0.511
O 1.24827 -2.35531 -0.10918  -0.364
C 1.94580 -4.45681 -0.97776  -0.571
Cl 2.88063 -4.76011 0.46017  0.696
C 1.92095 -5.40008 -1.98970  -0.141
H -0.18337 -3.83068 -4.13417  0.109
H 2.48628 -6.31762 -1.88351  0.102
C -1.93951 -1.01966 3.58819  -0.304
Sb -0.74798 -2.06356 2.11705  1.348
C -0.07496 -3.59416 3.44435  -0.299
C -2.31282 -3.33070 1.21298  -0.302
C -3.71405 -3.03857 1.65439  -0.296
C -4.17619 -3.58859 2.85439  -0.073
C -5.42920 -3.28899 3.36637  -0.100
C -6.25998 -2.41924 2.66697  -0.099
C -5.82453 -1.88925 1.46002  -0.066
C -4.56587 -2.18849 0.92961  -0.280
C -4.15323 -1.59007 -0.39326  -0.314
Sb -2.67686 0.01373 -0.25922  1.272
C -3.32864 0.81754 -2.13194  -0.318
C -3.91874 1.19002 1.02122  -0.311
H -2.96586 -1.39330 3.64238  -0.007
H -1.95328 0.04802 3.34433  -0.016
H -1.45259 -1.15208 4.55988  -0.006
H -0.72722 -3.60429 4.32150  0.008
H 0.95024 -3.38453 3.74856  -0.024
H -0.10655 -4.56116 2.93684  0.002
H -2.01787 -4.33160 1.53003  0.052
H -2.17308 -3.25578 0.13502  0.030
H -3.51694 -4.25761 3.40262  0.113
H -5.75185 -3.72465 4.30650  0.097
H -7.23792 -2.15819 3.05514  0.094
H -6.47866 -1.22693 0.89842  0.107
H -5.01233 -1.13857 -0.89320  0.054
H -3.72414 -2.34631 -1.05872  0.055
H -4.37982 1.10173 -2.05503  0.009
H -3.21490 0.03549 -2.88658  0.003
H -2.72350 1.67985 -2.41918  -0.018
H -4.83190 1.46769 0.48786  0.016
H -3.38789 2.07671 1.36796  -0.022
H -4.17951 0.56776 1.88179  0.003
C 2.44127 -2.09455 5.64990  -0.122
C 3.37558 -2.57309 4.73949  -0.107
C 3.55371 -1.93594 3.51064  -0.090
C 2.80437 -0.80603 3.15767  -0.301
C 1.83850 -0.36812 4.08059  -0.154
C 1.66242 -0.99093 5.31269  -0.110
Si 3.03948 0.14054 1.51295  0.654
C 3.45497 1.91113 2.09665  -0.313
C 3.78033 2.26912 3.41286  -0.102
C 4.00110 3.59929 3.77462  -0.100
C 3.91108 4.60602 2.82150  -0.113
C 3.60584 4.27774 1.50607  -0.099
C 3.37636 2.95132 1.15808  -0.128
C 4.68326 -0.51493 0.82864  -0.290
C 5.91980 0.02701 1.20324  -0.093
C 7.11413 -0.44378 0.66258  -0.103
C 7.09701 -1.48186 -0.26269  -0.113
C 5.88438 -2.04492 -0.64146  -0.095
C 4.69308 -1.55992 -0.10665  -0.115
H 2.31135 -2.58213 6.60904  0.093
H 3.97196 -3.44445 4.98641  0.096
H 4.30203 -2.31400 2.81969  0.095
H 1.23384 0.50815 3.84326  0.098
H 0.92236 -0.61271 6.01238  0.098
H 3.85670 1.49807 4.17444  0.095
H 4.24082 3.84776 4.80337  0.092
H 4.07053 5.64102 3.10241  0.090
H 3.53392 5.05711 0.75464  0.095
H 3.12299 2.71859 0.12715  0.090
H 5.94902 0.83533 1.92924  0.095
H 8.05729 0.00279 0.95995  0.092
H 8.02354 -1.84357 -0.69208  0.090
H 5.86290 -2.85816 -1.35994  0.096
H 3.75110 -2.00092 -0.42058  0.063

Orbital gap ... 7.03 eV
2S+1 ... 1
Total charge ... -1
HOMO level ... -4.81 eV
E_LUMO ... 2.22 eV
ΔE to the lowest compared entry with this formula, charge and spin ... 59.0 kJ/mol

=====

Record 2
Molecular formula: C52H52F5P3PbSSeSi
Method: DFT, ωB97M-V with the def2-TZVPD basis set

Last column: Löwdin charge in e.
Element x y z (Å)
Pb 1.00847 0.70036 -0.81093  0.681
C 4.36747 -1.02256 -2.26274  -0.272
Si 2.57863 -1.40973 -1.69147  0.491
C 2.75169 -2.79544 -0.36179  -0.279
C 3.37267 -3.98798 -0.76336  -0.093
C 3.35420 -5.12567 0.04011  -0.072
C 2.74808 -5.09965 1.28545  -0.078
C 2.21047 -3.91322 1.77032  -0.076
C 2.17106 -2.77229 0.94568  -0.389
P 1.32579 -1.24756 1.49195  0.973
C -0.15541 -1.80514 2.43386  -0.349
C -1.38719 -1.72679 1.77635  -0.125
C -2.59516 -2.08783 2.39148  -0.092
C -2.62066 -2.51338 3.71472  -0.079
C -1.40352 -2.57163 4.41924  -0.067
C -0.17543 -2.19574 3.80320  -0.077
C 2.49126 -0.64685 2.80505  -0.341
C 3.87159 -0.87403 2.69674  -0.087
C 4.73081 -0.23430 3.57390  -0.075
C 4.26883 0.55475 4.64743  -0.077
C 2.93024 0.77384 4.73845  -0.100
C 2.06864 0.24254 3.80181  -0.111
C 1.81780 -2.41384 -3.14652  -0.296
C 2.61099 -3.01590 -4.11061  -0.110
C 2.06582 -3.95003 -4.96733  -0.094
C 0.75316 -4.37800 -4.83940  -0.054
C -0.10196 -3.72708 -3.88904  -0.076
C 0.45016 -2.73016 -3.11467  -0.411
P -0.59278 -1.62310 -2.13426  0.984
C -2.10429 -2.61749 -1.92500  -0.386
C -2.10386 -3.64322 -0.98306  -0.101
C -3.28188 -4.36425 -0.70915  -0.082
C -4.44322 -4.15126 -1.41951  -0.100
C -4.44736 -3.16649 -2.38162  -0.076
C -3.27671 -2.43474 -2.62689  -0.085
C -1.05899 -0.45386 -3.43409  -0.387
C -1.09198 -0.78936 -4.82408  -0.055
C -1.64913 0.10088 -5.75916  -0.053
C -2.09230 1.36327 -5.29484  -0.078
C -2.05290 1.69244 -3.95029  -0.074
C -1.57987 0.76708 -3.00805  -0.160
H 4.82166 -1.97103 -2.53086  0.003
H 5.01003 -0.54305 -1.48371  0.004
H 4.30504 -0.40452 -3.17653  0.035
H 3.92531 -4.08651 -1.71021  0.106
H 3.78892 -6.03299 -0.32034  0.098
H 2.69507 -5.94942 1.88843  0.084
H 1.79800 -3.86522 2.81513  0.116
H -1.45840 -1.37021 0.75609  0.064
H -3.51558 -1.93344 1.85816  0.094
H -3.58199 -2.84269 4.17537  0.117
H -1.36687 -2.91161 5.45059  0.098
H 0.78273 -2.26263 4.30810  0.096
H 4.28321 -1.52078 1.92615  0.105
H 5.79279 -0.31472 3.30318  0.111
H 4.96269 1.01979 5.33740  0.107
H 2.46062 1.36193 5.52279  0.111
H 1.03003 0.53989 3.87855  0.088
H 3.66910 -2.78499 -4.25024  0.101
H 2.75515 -4.36025 -5.73649  0.117
H 0.40006 -5.15643 -5.49566  0.096
H -1.15570 -3.92872 -3.83927  0.100
H -1.22390 -3.89065 -0.38609  0.110
H -3.29488 -5.18274 0.03085  0.113
H -5.38706 -4.67732 -1.26180  0.109
H -5.29105 -3.04077 -3.02155  0.097
H -3.33390 -1.65127 -3.40151  0.111
H -0.56043 -1.68536 -5.17500  0.103
H -1.74105 -0.20309 -6.79260  0.100
H -2.42413 2.11620 -5.97405  0.093
H -2.35036 2.71585 -3.66045  0.113
H -1.61347 1.09261 -1.96219  0.009
S 2.16330 2.88690 -1.97855  -0.118
F 6.46729 6.00175 1.09150  0.067
C 6.01696 4.91897 0.32594  -0.208
C 6.79508 3.83033 -0.21804  -0.111
F 7.13089 3.50354 -1.37973  0.196
C 5.79480 3.42126 0.75284  -0.269
F 6.08488 2.82416 1.92927  0.097
C 4.37124 3.43792 0.10009  -0.481
Se 4.01699 2.10107 -1.19265  0.555
C 3.58955 4.63751 0.53602  -0.090
F 3.68295 4.97340 1.80466  0.107
C 4.74983 4.96724 -0.36197  -0.297
F 4.65812 5.34761 -1.62407  0.126
C -4.75165 1.86101 2.25766  -0.113
C -3.75392 1.32404 1.19087  -0.538
C -4.60844 0.64687 0.12330  -0.133
P -2.54266 2.53896 0.45365  1.070
C -1.18369 2.54288 1.72196  -0.606
C -1.42857 2.47490 3.23376  -0.093
C -0.25828 3.68835 1.39720  -0.153
C -3.27542 4.22456 0.44829  -0.550
C -4.46330 4.26468 -0.52855  -0.115
C -3.62648 4.90516 1.80561  -0.093
H -5.36002 1.02189 2.69460  0.092
H -5.42035 2.52403 1.71070  0.056
H -4.32893 2.40494 3.09202  0.050
H -3.05688 0.55949 1.63561  0.081
H -5.36516 1.30139 -0.24776  0.057
H -5.06996 -0.24666 0.52586  0.071
H -3.97472 0.39660 -0.70454  0.044
H -0.67235 1.63373 1.46969  0.004
H -1.90725 3.40422 3.57404  0.067
H -0.44099 2.30642 3.73109  0.076
H -2.03860 1.60733 3.47815  0.062
H -0.61631 4.57913 1.92187  0.074
H -0.20168 3.94931 0.33499  0.059
H 0.76106 3.42674 1.74966  0.085
H -2.41046 4.79614 0.08872  0.087
H -5.21938 3.56801 -0.19059  0.048
H -4.18301 3.99901 -1.54563  0.064
H -4.90993 5.26191 -0.57988  0.077
H -4.35898 4.30724 2.34110  0.044
H -4.01835 5.88766 1.55926  0.072
H -2.75210 5.00590 2.47183  0.058

Orbital gap (alpha / beta) ... 6.00 / 6.26 eV
2S+1 ... 1
HOMO level (alpha / beta) ... -6.88 / -6.86 eV
E_LUMO (alpha / beta) ... -0.88 / -0.59 eV
ΔE to the lowest compared entry with this formula, charge and spin ... 0.0 kJ/mol

=====

Record 3
Molecular formula: C52H53ClN8O6TeTi
Method: DFT, ωB97M-V with the def2-TZVPD basis set

Last column: Löwdin charge in e.
Element x y z (Å)
Ti -0.96755 -0.73658 1.38439  0.964
C -4.71789 4.75495 -0.74002  -0.051
C -4.35118 3.43437 -0.10932  -0.284
C -4.66966 2.22259 -0.69932  -0.046
C -4.29783 1.02842 -0.10548  -0.064
C -3.59936 0.95413 1.10385  -0.238
N -3.14759 -0.28625 1.62149  -0.012
C -4.06592 -1.28929 1.79613  -0.232
C -5.43789 -1.22571 1.44312  -0.019
C -6.27422 -2.32844 1.47779  -0.055
C -5.82500 -3.57679 1.89980  -0.297
C -6.70276 -4.80670 1.86380  -0.064
C -4.54080 -3.62036 2.41568  -0.016
C -3.70819 -2.50838 2.43470  -0.137
N -2.54587 -2.59847 3.27623  -0.045
C -2.51114 -3.23379 4.46689  -0.055
C -1.28407 -2.99359 5.03549  -0.032
C -0.61296 -2.17094 4.12544  -0.094
N -1.37659 -1.94399 3.06158  -0.020
C -3.34468 2.19656 1.73523  -0.099
C -3.68927 3.39236 1.10949  0.008
N -2.75433 2.32888 3.03268  -0.073
C -3.00761 3.33700 3.92064  -0.076
C -2.23724 3.10104 5.02318  -0.059
C -1.53657 1.91328 4.71576  -0.127
N -1.86209 1.45410 3.52327  0.096
H -5.16418 4.60874 -1.72452  0.071
H -3.83827 5.39218 -0.85654  0.082
H -5.43479 5.29810 -0.12051  0.078
H -5.20134 2.20485 -1.64721  0.112
H -4.54987 0.10305 -0.60944  0.105
H -5.84668 -0.27431 1.13647  0.100
H -7.30728 -2.21163 1.15950  0.108
H -7.64865 -4.58986 1.36575  0.068
H -6.93087 -5.17025 2.86948  0.073
H -6.21995 -5.62580 1.32347  0.072
H -4.16609 -4.55100 2.83539  0.120
H -3.37039 -3.76276 4.84248  0.123
H -0.92610 -3.35160 5.98628  0.097
H 0.36172 -1.70126 4.19819  0.103
H -3.41077 4.32532 1.58701  0.118
H -3.71781 4.11920 3.71088  0.112
H -2.17852 3.69414 5.92196  0.090
H -0.79740 1.38412 5.30127  0.112
O -1.34746 0.98783 -0.51710  -0.086
H -1.62933 1.90789 -0.56002  0.075
H -0.49853 0.94661 -0.96272  -0.069
C 1.71876 -2.70676 1.51165  -0.009
C 1.74740 -1.46330 0.62981  -0.720
O 2.94414 -1.06553 0.38417  -0.175
N 0.67114 -0.90558 0.11967  -0.192
Te 2.00064 0.60166 -1.24665  1.790
C 3.70024 1.61752 -2.22944  -0.327
C 4.78036 2.09513 -1.48294  -0.294
C 4.90659 1.90988 0.01571  -0.053
C 5.80407 2.78645 -2.13512  -0.015
C 5.77522 3.02540 -3.49776  -0.272
C 6.88492 3.77830 -4.18685  -0.059
C 4.67649 2.56843 -4.22195  -0.030
C 3.63362 1.88102 -3.61472  -0.288
C 2.46682 1.44447 -4.47864  -0.070
C 2.31406 -1.10920 -2.49849  -0.315
C 3.54756 -1.77031 -2.57371  -0.255
C 4.81506 -1.33682 -1.87085  -0.051
C 3.63921 -2.92403 -3.36047  -0.019
C 2.56372 -3.44172 -4.05908  -0.274
C 2.69112 -4.69829 -4.88349  -0.058
C 1.35336 -2.75875 -3.98697  -0.024
C 1.21447 -1.60284 -3.22964  -0.297
C -0.12288 -0.90506 -3.23338  -0.078
H 2.00205 -3.55789 0.88547  0.086
H 0.74687 -2.88772 1.95022  0.020
H 2.45915 -2.59576 2.30266  0.087
H 4.09513 1.32403 0.44002  0.029
H 4.90622 2.88240 0.51453  0.083
H 5.84895 1.41101 0.26090  0.089
H 6.63961 3.15478 -1.54244  0.121
H 7.69613 4.00602 -3.49313  0.070
H 6.51699 4.72291 -4.59785  0.079
H 7.29629 3.19685 -5.01689  0.074
H 4.62326 2.76560 -5.29217  0.113
H 2.52636 1.90250 -5.46802  0.074
H 1.51666 1.73788 -4.02548  0.054
H 2.45258 0.35788 -4.60265  0.071
H 4.62189 -0.66483 -1.04999  0.028
H 5.48963 -0.84385 -2.57831  0.094
H 5.32356 -2.21298 -1.46610  0.086
H 4.59808 -3.43717 -3.40500  0.116
H 3.67263 -5.15616 -4.75317  0.070
H 2.55512 -4.48343 -5.94717  0.078
H 1.93204 -5.43159 -4.59857  0.075
H 0.49140 -3.13329 -4.53782  0.115
H -0.83279 -1.42581 -3.88047  0.069
H -0.03221 0.12411 -3.58738  0.063
H -0.52385 -0.88476 -2.22294  0.028
Cl -3.83415 -2.17714 -3.08214  0.696
C -2.93247 -2.80844 -1.74203  -0.619
C -2.72767 -4.15990 -1.60695  -0.072
C -1.98390 -4.56870 -0.52214  -0.027
C -1.51455 -3.62808 0.37357  -0.104
N -1.72652 -2.33099 0.24650  -0.031
C -2.41199 -1.92645 -0.81422  -0.163
H -3.13978 -4.86368 -2.31848  0.115
H -1.77146 -5.61797 -0.36489  0.114
H -0.95558 -3.93132 1.24723  0.115
H -2.55562 -0.86173 -0.92727  0.086
O 1.74808 0.00739 4.06194  0.033
C 1.20593 0.62528 3.15284  -0.518
O 0.19234 0.05602 2.48058  -0.246
C 1.64863 1.93701 2.68753  -0.158
C 2.82993 2.50135 3.21042  -0.029
C 3.30684 3.70348 2.75600  -0.028
C 2.61252 4.40633 1.73879  -0.201
C 1.40542 3.86639 1.22396  -0.014
C 0.94732 2.66065 1.69590  -0.062
N 3.10096 5.60917 1.25850  -0.407
O 2.43699 6.23491 0.36926  -0.097
O 4.19964 6.05664 1.72217  -0.097
H 3.36313 1.95403 3.97996  0.112
H 4.21371 4.13934 3.15014  0.101
H 0.87172 4.43246 0.47308  0.098
H 0.01354 2.26121 1.33806  0.078

Orbital gap (alpha / beta) ... 3.84 / 6.69 eV
2S+1 ... 4
Total charge ... -1
HOMO level (alpha / beta) ... -2.26 / -5.27 eV
Expectation value of S² ... 3.783
E_LUMO (alpha / beta) ... 1.58 / 1.43 eV

=====

E list, top to bottom, in eV: -143066.8443 -185521.0637 -121921.2022